(1)
{"formula": "C12H24NO2", "method": "the ωB97M-V functional and the def2-TZVPD basis", "energy_ev": -18410.1820, "lumo_energy_ev": -2.34, "mol_weight_da": 214.3, "gap_ev": 11.174, "relative_energy_kcal_mol": 57.48, "total_charge": 1, "smiles": "CC[N@@H+]1CCO[C@@](C)(O)C12CCCCC2", "species": ["C", "C", "N", "C", "C", "O", "C", "C", "O", "C", "C", "C", "C", "C", "C", "H", "H", "H", "H", "H", "H", "H", "H", "H", "H", "H", "H", "H", "H", "H", "H", "H", "H", "H", "H", "H", "H", "H", "H"], "coordinates": [[1.15, -3.06, -0.91], [1.03, -2.17, 0.34], [1.29, -0.76, 0.19], [2.24, -0.20, 1.19], [2.73, 1.18, 0.68], [1.64, 2.10, 0.54], [0.69, 1.67, -0.40], [-0.33, 2.83, -0.54], [1.28, 1.44, -1.66], [0.03, 0.11, 0.08], [-0.75, 0.09, 1.43], [-2.02, 0.83, 1.35], [-2.93, 0.18, 0.27], [-2.25, 0.31, -1.13], [-0.81, -0.27, -1.11], [0.12, -2.95, -1.38], [1.87, -2.78, -1.67], [1.35, -4.04, -0.47], [1.58, -2.58, 1.14], [0.00, -2.16, 0.67], [1.59, -0.61, -0.84], [3.22, -0.87, 1.20], [1.77, -0.27, 2.16], [3.31, 1.63, 1.45], [3.17, 1.07, -0.28], [-0.97, 2.57, -1.43], [0.32, 3.66, -0.91], [-0.81, 2.99, 0.39], [0.79, 1.94, -2.26], [-0.17, 0.24, 2.36], [-0.96, -1.01, 1.53], [-1.87, 1.97, 1.12], [-2.57, 0.61, 2.32], [-3.07, -0.85, 0.45], [-3.90, 0.76, 0.03], [-2.73, -0.33, -1.82], [-2.31, 1.30, -1.49], [-0.89, -1.36, -1.10], [-0.25, 0.04, -1.99]], "mulliken_charge": [-1.144, -0.399, 0.622, -0.553, -0.800, -0.458, 0.661, -1.749, -0.584, -0.155, -0.503, -0.300, -0.808, -0.983, -0.744, 0.323, 0.338, 0.373, 0.751, 0.172, 0.611, 0.411, 0.424, 0.450, 0.396, 0.344, 0.493, 0.419, 0.441, 0.231, 0.285, -0.075, 0.377, 0.427, 0.319, 0.501, 0.351, 0.069, 0.467]}

=====

(2)
{"formula": "C12H24O9", "method": "the ωB97M-V functional and the def2-TZVPD basis", "energy_ev": -31260.8520, "lumo_energy_ev": 0.77, "mol_weight_da": 312.3, "gap_ev": 11.471, "relative_energy_kcal_mol": 0.00, "smiles": "CCOC(=O)OC.CCOC(=O)OC.CCOC(=O)OC", "species": ["C", "C", "O", "C", "O", "O", "C", "H", "H", "H", "H", "H", "H", "H", "H", "C", "C", "O", "C", "O", "O", "C", "H", "H", "H", "H", "H", "H", "H", "H", "C", "C", "O", "C", "O", "O", "C", "H", "H", "H", "H", "H", "H", "H", "H"], "coordinates": [[37.38, -3.30, -37.53], [37.04, -4.53, -36.72], [38.23, -5.29, -36.50], [38.16, -6.62, -36.71], [37.13, -7.23, -36.90], [39.37, -7.11, -36.72], [39.50, -8.50, -36.97], [37.81, -3.54, -38.50], [38.14, -2.72, -37.01], [36.48, -2.69, -37.67], [36.22, -5.10, -37.17], [36.65, -4.28, -35.73], [38.91, -9.07, -36.26], [40.54, -8.80, -36.80], [39.24, -8.74, -37.99], [34.33, -1.24, -44.75], [34.47, -2.02, -43.43], [33.95, -1.19, -42.41], [34.67, -1.04, -41.30], [35.67, -1.62, -41.03], [34.03, -0.16, -40.54], [34.61, 0.10, -39.28], [34.53, -1.88, -45.60], [35.06, -0.43, -44.74], [33.32, -0.84, -44.83], [35.50, -2.37, -43.34], [33.84, -2.91, -43.42], [33.85, 0.48, -38.60], [35.36, 0.89, -39.38], [35.00, -0.82, -38.84], [38.78, -12.52, -36.69], [37.43, -12.38, -37.38], [36.60, -11.53, -36.59], [35.81, -10.67, -37.23], [35.91, -10.32, -38.37], [34.88, -10.27, -36.36], [34.00, -9.28, -36.86], [39.54, -12.85, -37.40], [38.75, -13.23, -35.86], [39.07, -11.57, -36.23], [36.98, -13.37, -37.41], [37.47, -11.98, -38.39], [33.38, -9.64, -37.68], [34.50, -8.34, -37.08], [33.27, -9.10, -36.07]], "mulliken_charge": [-0.926, -0.228, -0.333, 0.808, -0.578, -0.354, -0.658, 0.325, 0.303, 0.158, 0.294, 0.280, 0.231, 0.303, 0.341, -1.116, -0.225, -0.293, 0.785, -0.558, -0.331, -0.371, 0.367, 0.296, 0.297, 0.303, 0.294, 0.242, 0.274, 0.044, -0.999, -0.310, -0.302, 0.889, -0.578, -0.356, -0.567, 0.333, 0.319, 0.222, 0.274, 0.360, 0.297, 0.197, 0.246]}

=====

(3)
{"formula": "C12H25AuClI2NP2", "method": "the ωB97M-V functional and the def2-TZVPD basis", "spin_multiplicity": 3, "s_squared": 2.07, "energy_ev": -65319.9242, "lumo_energy_ev": [-8.28, -10.05], "mol_weight_da": 731.5, "gap_ev": [7.066, 5.272], "relative_energy_kcal_mol": 0.00, "total_charge": 2, "species": ["I", "I", "Au", "P", "C", "C", "H", "H", "H", "H", "H", "H", "C", "H", "H", "H", "P", "C", "C", "H", "H", "H", "C", "H", "H", "H", "H", "H", "H", "Cl", "N", "C", "C", "C", "C", "C", "C", "H", "H", "H", "H", "H", "H", "H"], "coordinates": [[-0.07, 2.39, -0.79], [0.07, -2.38, -0.75], [0.00, 0.07, -2.28], [-2.37, 0.00, -2.10], [-2.90, 0.06, -0.35], [-3.23, 1.38, -2.90], [-4.32, 1.21, -2.88], [-4.26, -1.37, -2.75], [-2.86, 1.45, -3.93], [-2.80, -1.64, -3.79], [-2.63, 1.02, 0.08], [-2.98, 2.31, -2.37], [-3.17, -1.50, -2.76], [-3.99, -0.07, -0.30], [-2.87, -2.36, -2.15], [-2.41, -0.74, 0.21], [2.37, 0.00, -2.11], [2.91, 0.06, -0.36], [3.20, -1.45, -2.80], [2.84, 1.48, -3.92], [4.29, 1.28, -2.85], [2.92, 2.34, -2.34], [3.20, 1.43, -2.88], [2.82, -1.60, -3.82], [4.29, -1.30, -2.81], [3.98, 0.28, -0.31], [2.71, -0.91, 0.12], [2.95, -2.33, -2.19], [2.36, 0.85, 0.17], [0.02, -0.23, -4.64], [0.01, 0.06, 2.05], [0.00, 0.04, 3.40], [1.19, -0.25, 4.13], [1.18, -0.24, 5.53], [-0.02, 0.00, 6.23], [-1.19, 0.25, 5.51], [-1.19, 0.31, 4.12], [0.70, -0.45, 1.50], [-0.69, 0.56, 1.50], [2.11, -0.47, 3.57], [2.09, -0.41, 6.09], [-0.03, -0.02, 7.32], [-2.12, 0.40, 6.06], [-2.10, 0.52, 3.55]], "lowdin_spin": [0.202, 0.571, 0.161, -0.001, -0.003, 0.002, 0.000, 0.000, 0.000, 0.000, 0.000, 0.000, 0.000, -0.001, 0.000, 0.000, 0.001, -0.004, -0.001, 0.000, 0.001, 0.000, 0.005, 0.000, 0.000, -0.001, 0.000, 0.000, 0.000, 0.078, 0.308, 0.145, 0.131, 0.010, 0.231, 0.012, 0.133, 0.004, 0.006, 0.003, -0.002, 0.009, -0.002, 0.003]}

=====

(4)
{"formula": "C12H25B", "method": "the ωB97M-V functional and the def2-TZVPD basis", "energy_ev": -13521.2566, "lumo_energy_ev": 0.53, "mol_weight_da": 180.1, "gap_ev": 8.389, "relative_energy_kcal_mol": 120.35, "species": ["B", "C", "C", "C", "C", "C", "C", "C", "C", "C", "C", "C", "C", "H", "H", "H", "H", "H", "H", "H", "H", "H", "H", "H", "H", "H", "H", "H", "H", "H", "H", "H", "H", "H", "H", "H", "H", "H"], "coordinates": [[-0.37, 2.19, -0.13], [-1.78, 1.65, -0.13], [-0.76, -0.60, -0.66], [0.55, 0.23, -0.61], [-1.94, 0.14, 0.04], [-0.68, -2.10, -0.32], [1.06, 0.49, -1.98], [-3.23, -0.43, -0.58], [-2.01, -0.01, 1.59], [1.35, -0.34, 1.79], [2.60, 1.26, 0.40], [2.68, -1.15, -0.18], [1.74, 0.02, 0.33], [0.01, 3.44, -0.27], [-2.49, 2.33, 0.49], [-2.23, 1.98, -1.14], [-0.93, -0.56, -1.75], [-0.14, -2.22, 0.67], [-0.04, -2.73, -1.05], [-1.71, -2.47, -0.42], [1.22, -0.41, -2.45], [2.08, 0.93, -2.18], [0.38, 1.24, -2.50], [-3.86, -0.64, 0.22], [-2.93, -1.32, -1.09], [-3.65, 0.40, -1.28], [-2.27, -1.05, 2.10], [-2.84, 0.61, 1.98], [-1.06, 0.29, 1.99], [2.15, -0.88, 2.33], [0.56, -1.08, 1.73], [0.95, 0.43, 2.42], [2.09, 1.98, 1.11], [3.59, 1.03, 0.87], [3.04, 1.91, -0.48], [3.62, -1.32, 0.52], [3.08, -1.13, -1.27], [2.16, -2.12, -0.09]], "mulliken_charge": [0.239, -1.393, -0.906, 0.942, 2.818, -1.267, -2.015, -1.623, -1.940, -1.997, -1.615, -1.498, 1.742, -0.088, 0.247, 0.229, 0.565, 0.278, 0.262, 0.441, 0.577, 0.314, 0.346, 0.448, 0.371, 0.289, 0.238, 0.560, 0.375, 0.408, 0.357, 0.391, 0.298, 0.424, 0.161, 0.403, 0.256, 0.362]}

=====

(5)
{"formula": "C12H25B", "method": "the ωB97M-V functional and the def2-TZVPD basis", "energy_ev": -13522.2008, "lumo_energy_ev": [0.42, 0.60], "mol_weight_da": 180.1, "gap_ev": [7.255, 7.567], "relative_energy_kcal_mol": 98.57, "species": ["B", "C", "C", "C", "C", "C", "C", "C", "C", "C", "C", "C", "C", "H", "H", "H", "H", "H", "H", "H", "H", "H", "H", "H", "H", "H", "H", "H", "H", "H", "H", "H", "H", "H", "H", "H", "H", "H"], "coordinates": [[-2.60, -0.27, 0.12], [-2.06, 0.09, 1.52], [0.45, -0.16, 0.99], [0.16, -0.89, -0.32], [-0.66, 0.76, 1.61], [1.83, 0.52, 1.00], [0.17, -2.38, -0.11], [-0.34, 0.95, 3.11], [-0.78, 2.15, 0.99], [0.24, 1.06, -1.98], [-0.41, -1.17, -2.74], [1.95, -0.75, -2.09], [0.48, -0.43, -1.73], [-3.65, -0.36, -0.35], [-2.75, 0.72, 2.10], [-2.01, -0.87, 2.05], [0.54, -0.97, 1.73], [1.90, 1.36, 0.32], [2.59, -0.21, 0.72], [2.07, 0.87, 2.00], [-0.21, -2.93, -0.97], [-0.42, -2.66, 0.75], [1.19, -2.74, 0.08], [-0.19, 0.00, 3.60], [-1.17, 1.46, 3.60], [0.54, 1.57, 3.25], [0.18, 2.66, 0.97], [-1.47, 2.75, 1.57], [-1.17, 2.08, -0.02], [0.60, 1.32, -2.98], [0.76, 1.69, -1.27], [-0.82, 1.28, -1.94], [-1.44, -1.16, -2.40], [-0.36, -0.67, -3.71], [-0.09, -2.20, -2.89], [2.11, -0.57, -3.16], [2.18, -1.79, -1.88], [2.64, -0.12, -1.54]], "mulliken_charge": [0.156, -1.535, -0.174, 0.606, 2.364, -1.841, -1.944, -2.077, -1.797, -1.866, -1.955, -1.821, 2.460, -0.069, 0.402, 0.227, 0.595, 0.267, 0.449, 0.485, 0.395, 0.436, 0.357, 0.448, 0.499, 0.389, 0.337, 0.504, 0.238, 0.580, 0.262, 0.201, 0.299, 0.490, 0.432, 0.493, 0.356, 0.351]}